{
  "formula": "C35H51ClN5O2PdSi",
  "method": "ωB97M-V/def2-TZVPD",
  "homo_lumo_gap_ev": 7.0,
  "total_charge": -1,
  "spin_multiplicity": 1,
  "homo_energy_ev": -4.402,
  "elements": ["Pd", "N", "C", "C", "C", "N", "H", "H", "H", "H", "H", "H", "H", "H", "H", "H", "C", "C", "C", "C", "C", "O", "C", "C", "C", "C", "C", "C", "Cl", "C", "C", "C", "N", "C", "N", "C", "N", "H", "H", "H", "H", "H", "H", "H", "H", "H", "H", "H", "H", "H", "H", "H", "H", "H", "H", "H", "H", "H", "H", "C", "C", "C", "C", "Si", "O", "C", "C", "C", "C", "C", "C", "C", "C", "C", "C", "C", "C", "H", "H", "H", "H", "H", "H", "H", "H", "H", "H", "H", "H", "H", "H", "H", "H", "H", "H", "H"],
  "positions_angstrom": [[1.518, -2.090, -0.966], [2.607, -2.540, 0.910], [2.163, -3.399, 2.012], [3.163, -3.529, 3.176], [3.246, -2.609, 4.387], [3.558, -1.232, 4.074], [3.385, -2.936, 0.453], [2.759, -1.644, 1.296], [2.049, -4.367, 1.557], [1.193, -3.021, 2.335], [4.185, -3.477, 2.676], [3.331, -4.509, 3.624], [4.050, -3.008, 5.011], [2.302, -2.612, 4.979], [2.810, -0.579, 4.226], [3.863, -1.003, 3.146], [-1.584, 5.070, -1.552], [-1.418, 3.683, -0.864], [-2.867, 3.206, -0.469], [-0.917, 2.705, -1.918], [-0.474, 3.705, 0.374], [-1.208, 4.386, 1.399], [0.674, 4.689, 0.293], [2.070, 4.459, -0.292], [2.214, 3.882, -1.677], [2.579, 2.556, -1.915], [2.448, 1.997, -3.142], [1.917, 2.775, -4.188], [1.917, 1.954, -5.732], [1.592, 4.132, -3.980], [1.706, 4.647, -2.700], [-0.174, 2.276, 0.883], [1.165, 1.754, 1.045], [1.608, 0.562, 0.538], [2.738, 0.209, 1.140], [2.907, 1.154, 2.043], [2.021, 2.145, 2.058], [-2.335, 5.031, -2.333], [-0.717, 5.398, -2.156], [-1.875, 5.866, -0.913], [-3.334, 3.014, -1.434], [-3.367, 3.955, 0.135], [-2.776, 2.294, 0.126], [-1.443, 2.873, -2.868], [-1.107, 1.656, -1.607], [0.166, 2.780, -2.149], [-1.872, 3.771, 1.670], [0.823, 4.954, 1.338], [0.282, 5.595, -0.127], [2.675, 3.920, 0.417], [2.401, 5.462, -0.378], [2.981, 2.004, -1.089], [2.728, 0.973, -3.229], [1.142, 4.734, -4.777], [1.447, 5.673, -2.515], [-0.700, 1.502, 0.240], [-0.505, 2.178, 1.937], [1.048, 0.038, -0.265], [3.746, 1.180, 2.703], [-4.309, -1.243, 0.445], [-3.534, -2.063, -0.569], [-3.923, -3.492, -0.453], [-3.927, -1.530, -1.963], [-1.680, -1.521, -0.290], [-1.499, 0.073, -0.353], [-0.609, -2.539, -1.527], [0.128, -1.885, -2.546], [0.941, -2.646, -3.424], [0.880, -3.998, -3.452], [0.024, -4.659, -2.557], [-0.750, -3.958, -1.646], [-1.201, -2.052, 1.434], [-1.348, -3.404, 1.793], [-1.113, -3.824, 3.057], [-0.724, -2.905, 4.025], [-0.474, -1.596, 3.671], [-0.756, -1.129, 2.392], [-5.382, -1.551, 0.368], [-4.200, -0.177, 0.199], [-4.025, -1.413, 1.481], [-4.996, -3.579, -0.727], [-3.822, -3.877, 0.574], [-3.429, -4.070, -1.253], [-4.953, -1.722, -2.132], [-3.411, -2.159, -2.695], [-3.605, -0.496, -2.111], [-0.016, -0.869, -2.884], [1.527, -2.046, -4.151], [1.419, -4.496, -4.236], [-0.046, -5.722, -2.697], [-1.249, -4.486, -0.879], [-1.675, -4.143, 1.064], [-1.348, -4.875, 3.367], [-0.571, -3.219, 5.080], [-0.058, -0.958, 4.440], [-0.789, -0.016, 2.185]],
  "forces_ev_per_angstrom": [[-0.37, -0.30, 0.25], [-1.37, -0.84, 0.38], [-0.18, -0.11, 0.21], [2.39, -0.21, -0.57], [-0.75, 0.42, -0.40], [0.05, 1.15, 0.35], [1.39, -0.18, -0.20], [0.81, 1.31, -0.16], [-0.44, -0.60, 0.14], [0.15, -0.23, 0.01], [-0.80, 0.39, 0.37], [-1.06, -0.63, -0.28], [-0.14, -0.10, 0.18], [0.55, -0.20, -0.34], [-0.39, -0.09, 0.32], [0.31, -0.68, -0.44], [0.75, -0.56, -0.91], [-0.46, 0.20, -0.75], [1.70, 0.12, 0.05], [0.52, -0.94, -0.47], [-0.13, 0.43, -0.03], [-0.11, 0.29, 0.46], [0.74, -0.24, 0.12], [-0.05, -0.71, -0.33], [-1.01, -0.20, 0.83], [0.22, 1.35, 1.06], [-0.50, 0.68, -0.81], [0.82, 0.00, 0.63], [-0.40, 0.52, -0.14], [-0.43, -1.08, -0.90], [0.66, -0.16, -0.82], [-0.62, -0.71, 0.25], [1.76, -1.12, -0.19], [-0.87, 1.30, -0.20], [-0.67, -0.58, -0.93], [0.02, 2.17, 0.80], [-0.43, -0.96, -0.75], [-0.56, -0.44, 0.01], [0.00, -0.26, 0.67], [-0.16, 0.69, 0.92], [-0.52, -0.12, 0.34], [-0.34, 0.24, -0.23], [-0.25, -0.26, -0.32], [0.01, -0.03, 0.16], [0.01, 0.54, -0.26], [-0.85, 0.12, 0.30], [-0.89, -0.37, 0.45], [0.37, -0.04, 0.10], [-0.35, 0.41, -0.39], [0.35, -0.17, 0.24], [0.97, 1.04, 0.21], [0.10, -0.41, 0.24], [0.06, -0.59, -0.60], [0.37, -0.33, 0.18], [-0.20, 0.28, 0.04], [0.32, 0.52, 0.92], [-0.63, 0.37, -0.59], [0.40, 0.25, 0.59], [0.35, 0.04, 0.35], [-1.07, 0.15, -0.11], [0.83, 1.70, 0.02], [-0.70, -0.80, -0.68], [1.88, -0.83, 0.24], [-0.02, 1.09, -0.66], [-0.24, -1.31, -0.44], [-1.07, 0.02, 0.04], [0.48, -0.06, -0.60], [0.19, 1.96, -0.40], [-0.22, -0.63, 0.06], [-0.30, 0.07, -0.76], [2.03, 0.63, -0.22], [-0.01, -0.28, 0.12], [0.04, 0.49, -1.11], [-0.66, -1.46, 2.05], [0.51, -0.59, 0.86], [0.09, 0.31, 0.41], [-0.63, 0.54, -0.24], [0.38, 0.45, 0.06], [-0.14, -0.21, 0.31], [0.23, -0.01, 0.14], [0.12, 0.03, 0.30], [0.22, -0.18, -0.52], [0.14, -0.24, 0.74], [-1.49, 0.29, -0.17], [0.15, 0.16, -0.24], [-0.34, -0.06, 0.03], [-0.17, 0.44, 0.69], [-0.33, -0.71, 0.36], [0.23, -0.55, 0.03], [-0.22, -0.43, 0.37], [-0.76, -0.56, 0.42], [0.07, 0.27, 0.05], [0.40, 0.99, -0.38], [-0.06, 0.17, -0.86], [-0.18, 0.37, 0.00], [0.39, -1.57, -0.02]],
  "mulliken_charge": [-0.259, -0.322, 0.135, -0.857, -0.533, -0.638, 0.363, 0.204, 0.578, -0.536, 0.315, 0.432, 0.363, 0.224, 0.361, 0.279, -2.223, 2.805, -2.115, -0.994, 1.292, -0.731, -2.069, -1.375, -0.131, -0.336, -0.652, 0.399, -0.272, -0.661, -0.221, -0.644, 2.042, -0.144, -0.745, -0.890, -1.086, 0.534, 0.245, 0.420, 0.524, 0.465, 0.229, 0.721, -0.193, -0.388, 0.619, 0.280, 0.762, 0.635, 0.665, 0.490, 0.499, 0.374, 0.640, 0.063, 0.255, 0.361, 0.657, -1.767, 2.222, -1.850, -1.842, -1.397, -0.349, 1.191, -0.206, -0.051, -0.774, -1.180, -0.517, 1.781, -0.465, -0.807, -0.811, -0.174, 0.369, 0.490, 0.135, 0.286, 0.607, 0.266, 0.264, 0.624, 0.348, 0.069, 0.345, 0.356, 0.388, 0.392, 0.253, -0.062, 0.278, 0.307, 0.501, -0.433]
}


{
  "formula": "C7H15B2N6O2",
  "method": "ωB97M-V/def2-TZVPD",
  "homo_lumo_gap_ev": 7.3,
  "total_charge": 1,
  "spin_multiplicity": 1,
  "homo_energy_ev": -10.354,
  "elements": ["C", "B", "O", "C", "N", "C", "N", "B", "N", "O", "N", "N", "H", "H", "H", "H", "H", "H", "H", "H", "H", "H", "N", "C", "C", "C", "C", "H", "H", "H", "H", "H"],
  "positions_angstrom": [[-2.457, 1.354, 0.092], [-2.449, 0.657, -1.292], [-3.305, 0.846, -2.314], [-1.347, -0.476, -1.582], [-1.209, -1.551, -0.811], [-0.200, -2.271, -1.341], [0.256, -3.423, -0.872], [1.418, -4.241, -1.412], [2.753, -4.178, -0.834], [1.123, -5.000, -2.482], [0.281, -1.642, -2.436], [-0.459, -0.501, -2.578], [-2.739, 0.578, 0.815], [-3.202, 2.142, 0.179], [-1.471, 1.702, 0.401], [-3.837, 1.646, -2.242], [-0.238, -3.749, -0.053], [2.711, -4.287, 0.178], [3.157, -3.250, -0.949], [1.580, -5.847, -2.509], [1.011, -1.909, -3.076], [-0.311, 0.157, -3.327], [0.807, 2.229, 2.540], [0.737, 2.698, 3.824], [0.883, 4.058, 3.781], [1.047, 4.426, 2.418], [0.995, 3.278, 1.676], [0.737, 1.265, 2.276], [0.589, 2.030, 4.654], [0.874, 4.718, 4.631], [1.188, 5.421, 2.030], [1.077, 3.120, 0.614]],
  "forces_ev_per_angstrom": [[-0.14, -0.28, -0.04], [-0.02, 0.09, -0.03], [0.46, 0.20, -0.25], [-0.12, -0.34, 0.19], [0.20, 0.05, 0.03], [-0.26, 0.03, -0.08], [0.23, 0.17, -0.28], [0.24, -0.05, 0.03], [-0.45, 0.00, 0.42], [-0.76, -0.13, 0.43], [0.12, -0.16, 0.15], [-0.18, 0.19, 0.01], [0.06, 0.00, 0.05], [0.13, 0.15, 0.00], [-0.04, 0.15, 0.04], [-0.31, -0.11, 0.13], [-0.04, 0.05, 0.04], [0.13, -0.03, -0.01], [0.19, -0.12, -0.16], [0.61, 0.20, -0.45], [-0.07, 0.06, -0.12], [0.04, -0.09, -0.08], [-0.05, -0.01, -0.02], [0.00, 0.00, -0.02], [-0.01, 0.01, 0.00], [-0.02, 0.01, 0.00], [-0.02, -0.05, -0.01], [0.03, -0.01, 0.03], [0.01, 0.00, 0.01], [0.00, 0.00, 0.00], [0.00, 0.00, 0.00], [0.04, 0.01, 0.00]],
  "mulliken_charge": [-0.725, 0.312, -0.507, 0.180, -0.485, 0.432, -0.214, 0.303, -0.522, -0.510, -0.014, -0.042, 0.325, 0.311, 0.168, 0.344, 0.287, 0.280, 0.265, 0.358, 0.217, 0.238, 0.029, -0.512, -0.397, -0.438, -0.437, 0.185, 0.379, 0.395, 0.407, 0.389]
}


{
  "formula": "C28H29N3O3SSeTi",
  "method": "ωB97M-V/def2-TZVPD",
  "homo_lumo_gap_ev": [4.2, 6.0],
  "relative_energy_kcal_mol": 34.4,
  "total_charge": -2,
  "spin_multiplicity": 3,
  "homo_energy_ev": [0.199, -1.562],
  "elements": ["Ti", "O", "C", "C", "O", "O", "C", "C", "C", "C", "C", "C", "C", "C", "C", "C", "C", "C", "H", "H", "H", "H", "H", "H", "H", "H", "H", "H", "H", "Se", "C", "C", "C", "N", "C", "C", "H", "H", "H", "H", "C", "C", "C", "C", "H", "H", "H", "H", "H", "H", "H", "H", "H", "C", "C", "C", "C", "N", "C", "S", "N", "H", "H", "H", "H", "H"],
  "positions_angstrom": [[-0.591, 0.700, -0.015], [1.388, 0.903, -0.860], [2.081, 2.148, -0.727], [0.962, 3.231, -0.472], [1.316, 4.402, -0.604], [-0.160, 2.781, -0.111], [2.961, 2.129, 0.511], [3.911, 3.134, 0.700], [4.696, 3.155, 1.840], [4.543, 2.175, 2.816], [3.588, 1.186, 2.638], [2.796, 1.162, 1.496], [2.867, 2.383, -2.010], [2.417, 3.202, -3.038], [3.131, 3.301, -4.225], [4.303, 2.582, -4.407], [4.757, 1.756, -3.389], [4.046, 1.662, -2.202], [1.971, 0.162, -1.080], [4.010, 3.908, -0.051], [5.428, 3.944, 1.975], [5.155, 2.191, 3.710], [3.443, 0.428, 3.398], [2.032, 0.400, 1.388], [1.512, 3.774, -2.898], [2.765, 3.944, -5.017], [4.856, 2.661, -5.336], [5.668, 1.183, -3.519], [4.413, 1.025, -1.404], [-2.436, 0.707, -2.076], [-4.078, 0.135, -1.302], [-4.276, -1.162, -0.823], [-5.512, -1.518, -0.313], [-6.575, -0.708, -0.238], [-6.373, 0.532, -0.687], [-5.178, 0.994, -1.213], [-3.453, -1.862, -0.806], [-5.665, -2.524, 0.071], [-7.228, 1.203, -0.618], [-5.089, 2.019, -1.550], [-2.797, -0.884, 2.513], [-2.131, 0.465, 2.776], [-2.945, 1.589, 2.129], [-0.690, 0.466, 2.242], [-3.873, -0.866, 2.726], [-2.336, -1.670, 3.119], [-2.654, -1.166, 1.469], [-2.160, 0.640, 3.868], [-2.994, 1.451, 1.041], [-2.485, 2.563, 2.311], [-3.976, 1.608, 2.499], [-0.167, -0.420, 2.635], [-0.164, 1.340, 2.668], [0.906, -6.787, -0.436], [-0.023, -5.626, -0.207], [-1.359, -5.810, 0.127], [-2.103, -4.649, 0.293], [-1.602, -3.438, 0.168], [-0.278, -3.331, -0.121], [0.423, -1.781, -0.329], [0.513, -4.422, -0.337], [0.381, -7.741, -0.360], [1.711, -6.763, 0.300], [1.363, -6.702, -1.422], [-1.797, -6.793, 0.237], [-3.162, -4.701, 0.541]],
  "forces_ev_per_angstrom": [[-0.27, -0.27, 0.30], [0.18, 0.02, -0.23], [-0.23, 0.11, -0.02], [0.06, 0.09, 0.11], [0.02, -0.01, 0.03], [0.15, 0.13, -0.15], [0.11, 0.05, 0.09], [-0.01, 0.02, -0.04], [0.03, 0.01, 0.02], [-0.06, 0.01, -0.09], [0.02, -0.02, 0.06], [-0.03, 0.00, -0.04], [0.20, -0.17, 0.06], [-0.07, 0.02, 0.00], [0.00, 0.00, -0.01], [-0.04, -0.01, 0.05], [0.06, -0.04, 0.00], [-0.05, 0.07, -0.02], [-0.01, -0.07, 0.03], [0.00, -0.01, 0.02], [-0.01, 0.00, -0.02], [0.00, 0.00, 0.00], [-0.02, 0.00, -0.02], [0.01, -0.03, 0.01], [-0.03, 0.02, 0.00], [-0.02, 0.00, 0.02], [0.00, 0.00, 0.00], [-0.01, 0.00, 0.01], [0.01, 0.00, -0.01], [-0.19, 0.00, -0.02], [0.15, 0.09, -0.15], [-0.10, 0.05, 0.15], [-0.04, -0.05, 0.04], [0.08, -0.04, -0.02], [0.00, 0.06, -0.03], [-0.10, -0.02, 0.00], [0.08, -0.12, -0.03], [0.04, 0.01, -0.01], [0.02, 0.02, -0.01], [0.00, -0.01, 0.01], [0.04, 0.03, 0.05], [0.03, 0.05, 0.07], [0.07, -0.07, -0.02], [-0.05, 0.05, 0.06], [0.02, 0.01, 0.01], [0.01, 0.01, -0.03], [-0.04, -0.06, -0.05], [-0.03, -0.01, 0.00], [-0.05, 0.01, 0.01], [0.01, -0.01, -0.02], [-0.01, 0.02, -0.01], [0.00, -0.02, -0.03], [0.00, 0.02, -0.05], [-0.02, -0.04, -0.01], [0.05, 0.25, 0.05], [-0.08, -0.13, 0.00], [0.06, 0.04, 0.03], [0.03, 0.12, 0.13], [0.02, -0.07, -0.52], [0.02, -0.09, 0.10], [-0.05, -0.01, 0.19], [0.01, 0.00, -0.01], [0.00, 0.00, -0.01], [0.01, -0.01, 0.00], [0.01, 0.01, -0.01], [0.00, -0.01, -0.02]],
  "mulliken_charge": [0.741, -0.357, 2.306, 0.109, -0.742, -0.552, -0.390, -0.034, -0.910, -0.284, -1.128, -0.326, -0.235, -0.370, -0.838, -0.325, -0.860, -0.234, 0.356, 0.473, 0.359, 0.370, 0.408, 0.529, 0.450, 0.373, 0.375, 0.363, 0.410, -0.343, -0.262, 0.011, -0.196, -0.730, -0.295, -0.313, 0.320, 0.332, 0.339, 0.358, -1.123, 0.738, -1.065, -1.344, 0.470, 0.370, -0.099, 0.204, -0.089, 0.298, 0.465, 0.369, 0.397, -1.196, 0.920, -0.829, -0.101, -0.200, -0.096, -0.329, -0.561, 0.314, 0.261, 0.284, 0.285, 0.401]
}


{
  "formula": "C4H12",
  "method": "ωB97M-V/def2-TZVPD",
  "homo_lumo_gap_ev": 12.6,
  "relative_energy_kcal_mol": 5.1,
  "smiles": "CC.CC",
  "spin_multiplicity": 1,
  "homo_energy_ev": -11.455,
  "elements": ["C", "C", "H", "H", "H", "H", "H", "H", "C", "C", "H", "H", "H", "H", "H", "H"],
  "positions_angstrom": [[-0.657, 0.847, 2.691], [-0.245, -0.414, 1.966], [0.045, 1.672, 2.513], [-1.559, 1.354, 2.336], [-0.697, 0.698, 3.765], [-1.008, -1.171, 2.188], [0.661, -0.897, 2.332], [-0.156, -0.300, 0.891], [1.071, -0.210, -1.884], [-0.163, -0.235, -2.757], [0.838, 0.129, -0.876], [1.499, -1.207, -1.775], [1.832, 0.468, -2.266], [-0.980, -0.896, -2.470], [-0.602, 0.756, -2.905], [0.042, -0.567, -3.784]],
  "forces_ev_per_angstrom": [[0.81, 1.37, -0.26], [-0.80, -0.83, 0.35], [0.43, -0.30, 0.21], [-0.39, -0.82, 0.06], [-0.21, 0.00, 0.13], [-0.04, 0.00, -0.44], [0.26, 0.51, 0.09], [-0.10, 0.05, -0.08], [-0.12, -0.24, 0.40], [-0.52, 0.18, -1.29], [-0.05, 0.07, 0.01], [0.11, 0.05, -0.10], [0.03, -0.07, -0.16], [0.17, -0.02, 0.62], [0.06, 0.03, 0.29], [0.37, 0.02, 0.17]],
  "mulliken_charge": [-0.918, -0.487, 0.282, 0.292, 0.295, 0.273, 0.288, -0.031, -0.567, -0.900, 0.042, 0.250, 0.301, 0.293, 0.279, 0.308]
}